1 | # C3H11NOS2

A 2-piece molecular cluster, C3H11NOS2 overall (wB97M-V/def2-TZVPD, OMol25).

Computed properties:
Kohn-Sham gap (eV): 8.632
SMILES: NCCCSS.O
Highest occupied orbital energy (eV): -8.1

Structure (ORCA input):
```
! RIJCOSX wB97M-V def2-TZVPD def2/J DEFGRID3
* xyz 0 1
S -1.010 -0.493 -2.073
S -2.382 0.766 -1.225
O 0.977 -4.950 0.715
N -0.172 2.634 1.466
C 0.588 -0.110 -1.194
C 0.250 1.997 0.173
C 0.363 0.466 0.234
H -0.539 1.863 2.024
H 1.223 2.421 -0.091
H -3.395 -0.054 -1.636
H 1.183 0.181 0.892
H 1.895 -4.662 0.771
H -1.030 3.101 1.177
H 1.025 0.686 -1.783
H -0.333 2.304 -0.702
H -0.560 0.096 0.685
H 1.124 -1.037 -1.037
H 0.792 -5.208 1.605
*
```

---

2 | # C3H11NOS2

A 2-piece molecular cluster, C3H11NOS2 overall (wB97M-V/def2-TZVPD, OMol25).

Computed properties:
Kohn-Sham gap (eV): 9.152
SMILES: C[C@@H](N)CSS.O
Highest occupied orbital energy (eV): -8.8

Structure (ORCA input):
```
! RIJCOSX wB97M-V def2-TZVPD def2/J DEFGRID3
* xyz 0 1
S -2.846 -1.357 1.331
S -1.340 -1.027 2.728
O -1.160 2.915 -5.899
N 0.339 0.885 0.844
C 1.063 -0.239 1.457
C 0.167 -1.437 1.804
C 2.139 -0.702 0.440
H -0.186 -1.890 0.869
H 0.740 -2.216 2.314
H 3.131 -0.350 0.684
H -0.161 1.527 1.458
H 1.802 -0.296 -0.519
H -1.953 2.879 -5.342
H 2.122 -1.797 0.378
H 1.525 0.158 2.369
H -3.417 -0.127 1.396
H -0.511 0.475 0.441
H -1.453 2.599 -6.751
*
```

---

3 | # C3H11NOS2

A 2-piece molecular cluster, C3H11NOS2 overall (wB97M-V/def2-TZVPD, OMol25).

Computed properties:
Kohn-Sham gap (eV): 8.977
SMILES: C[C@@H](N)CSS.O
Highest occupied orbital energy (eV): -8.5

Structure (ORCA input):
```
! RIJCOSX wB97M-V def2-TZVPD def2/J DEFGRID3
* xyz 0 1
S 0.094 1.427 -1.128
S -1.513 1.516 -2.453
O 1.728 3.556 1.585
N 0.711 -2.293 0.516
C 0.079 -0.984 0.250
C -1.429 -1.152 0.340
C 0.535 -0.343 -1.051
H -1.909 -0.217 0.615
H 2.509 3.028 1.794
H 0.126 -3.024 0.126
H -1.839 -1.365 -0.644
H 1.272 3.604 2.431
H -1.745 -1.905 1.056
H 1.615 -0.377 -1.110
H 0.089 -0.819 -1.927
H 1.605 -2.395 0.046
H -2.309 2.106 -1.552
H 0.381 -0.363 1.106
*
```

---

4 | # C3H11NOS2

A 2-piece molecular cluster, C3H11NOS2 overall (wB97M-V/def2-TZVPD, OMol25).

Computed properties:
Kohn-Sham gap (eV): 9.560
SMILES: C[C@H](N)CSS.O
Highest occupied orbital energy (eV): -9.2

Structure (ORCA input):
```
! RIJCOSX wB97M-V def2-TZVPD def2/J DEFGRID3
* xyz 0 1
S -2.500 0.016 -0.782
S -0.828 -1.036 -1.442
O 2.458 -1.262 2.785
N -0.035 1.244 1.157
C 2.251 1.322 0.460
C 0.657 -0.419 -0.537
C 0.837 1.070 -0.063
H 3.339 -1.272 2.403
H -0.370 0.334 1.446
H 2.403 2.218 1.051
H 0.507 1.776 -0.821
H 2.943 1.162 -0.377
H 0.844 -0.920 0.416
H 1.432 -0.664 -1.263
H 2.500 0.512 1.175
H -0.922 1.650 0.902
H -2.541 0.839 -1.822
H 1.848 -0.990 2.107
*
```

---

The most stable arrangement is 3, and the next structure is 5.3 kcal/mol less stable.

---

1 | # C3H11NOS2

A 2-piece molecular cluster, C3H11NOS2 overall (wB97M-V/def2-TZVPD, OMol25).

Computed properties:
Kohn-Sham gap (eV): 9.561
SMILES: C[C@H](N)CSS.O
Highest occupied orbital energy (eV): -9.1

Structure (ORCA input):
```
! RIJCOSX wB97M-V def2-TZVPD def2/J DEFGRID3
* xyz 0 1
S 1.300 -2.007 -0.300
S 1.228 0.042 -0.090
O -0.875 -0.575 -3.199
N -1.631 1.553 2.324
C 0.118 0.267 1.348
C -1.241 1.964 -0.157
C -1.195 0.981 1.032
H -0.957 2.286 2.535
H 0.687 0.779 2.121
H -2.504 2.069 2.203
H -0.487 0.295 -3.348
H -1.942 0.216 0.798
H -0.259 2.155 -0.593
H -1.559 2.942 0.224
H -0.130 -0.741 1.678
H -1.874 1.615 -0.962
H -0.335 -0.919 -2.474
H 0.027 -2.214 -0.677
*
```

---

2 | # C3H11NOS2

A 2-piece molecular cluster, C3H11NOS2 overall (wB97M-V/def2-TZVPD, OMol25).

Computed properties:
Kohn-Sham gap (eV): 8.610
SMILES: CNCCSS.O
Highest occupied orbital energy (eV): -8.4

Structure (ORCA input):
```
! RIJCOSX wB97M-V def2-TZVPD def2/J DEFGRID3
* xyz 0 1
S -1.984 1.058 0.566
S -1.241 2.120 2.210
O -0.184 -2.819 3.125
N 0.094 -0.546 -1.199
C -0.829 1.686 -0.641
C 1.310 -1.141 -1.725
C 0.419 0.866 -0.911
H -0.402 2.565 -0.172
H -1.406 2.054 -1.476
H -1.147 0.934 2.938
H 1.157 0.852 -0.086
H 2.151 -0.692 -1.161
H -0.568 -2.584 2.270
H 1.325 -2.251 -1.531
H 0.900 1.393 -1.721
H -0.030 -1.935 3.478
H 1.367 -1.026 -2.790
H -0.932 -0.535 -1.174
*
```

---

The most stable arrangement is 1, and the next structure is 33.1 kcal/mol less stable.

---

1 | # C11H11NO3

A 2-piece molecular cluster, C11H11NO3 overall (wB97M-V/def2-TZVPD, OMol25).

Computed properties:
Kohn-Sham gap (spin up / spin down) (eV): 6.603 / 6.597
Highest occupied orbital energy (spin up / spin down) (eV): -7.1 / -7.1

Structure (ORCA input):
```
! RIJCOSX wB97M-V def2-TZVPD def2/J DEFGRID3
* xyz 0 1
O -4.258 1.375 -1.082
O -2.826 1.078 -2.856
O -0.326 0.591 -3.425
N -0.334 0.808 -0.741
C -0.287 -2.823 -1.239
C -0.279 1.534 -4.129
C -0.396 -0.481 -2.667
C -3.539 1.218 -1.978
C -0.242 -1.659 -0.615
C -0.267 -1.753 -3.401
C -0.149 0.970 0.681
C -0.710 2.424 1.065
C 1.372 0.923 1.048
C -0.321 -2.884 -2.659
C -0.349 -0.355 -1.218
H -0.139 3.142 0.610
H -0.425 -3.851 -3.130
H 2.003 0.500 0.216
H -0.658 0.151 1.343
H 1.707 1.908 1.231
H -0.184 -1.720 -4.499
H -0.855 2.408 2.206
H 1.344 0.406 1.979
H -0.181 -1.824 0.504
H -0.342 -3.741 -0.720
H -1.719 2.474 0.828
*
```

---

2 | # C11H11NO3

C11H11NO3 as an isolated structure (wB97M-V/def2-TZVPD, OMol25).

Computed properties:
Kohn-Sham gap (eV): 9.748
Highest occupied orbital energy (eV): -9.3

Structure (ORCA input):
```
! RIJCOSX wB97M-V def2-TZVPD def2/J DEFGRID3
* xyz 0 1
O 0.199 -0.837 -3.018
O 0.529 1.395 -1.882
O 1.807 -0.577 2.355
N 1.718 -0.243 0.085
C 2.170 -1.486 -0.404
C -1.715 1.717 0.088
C 0.004 -1.014 -1.602
C -0.611 0.846 0.187
C -0.010 0.669 1.389
C -1.924 1.616 2.447
C 1.271 -0.133 1.367
C -2.425 2.089 1.230
C -0.629 1.157 2.526
C 0.869 -2.131 -0.883
C 0.248 0.361 -1.004
H 2.631 -1.878 0.432
H -3.294 2.679 1.412
H -2.549 1.921 3.302
H 2.896 -1.356 -1.362
H -2.015 2.029 -0.985
H 0.760 0.825 -2.626
H 0.080 -2.335 -0.052
H -1.058 -1.435 -1.624
H 0.798 -3.059 -1.589
H -0.015 0.952 3.424
H 0.264 -1.769 -3.213
*
```

---

The most stable arrangement is 2, and the next structure is 72.5 kcal/mol less stable.

---

1 | # C9H14

A 2-piece molecular cluster, C9H14 overall (wB97M-V/def2-TZVPD, OMol25).

Computed properties:
Kohn-Sham gap (spin up / spin down) (eV): 2.463 / 9.492
Highest occupied orbital energy (spin up / spin down) (eV): 1.3 / -5.8

Structure (ORCA input):
```
! RIJCOSX wB97M-V def2-TZVPD def2/J DEFGRID3
* xyz -1 2
C 0.476 -0.484 -3.609
C 1.658 0.585 3.577
C 0.324 0.000 3.983
C -1.160 0.022 -1.758
C 1.516 -0.319 -2.660
C -0.094 0.106 -0.885
C 1.198 -0.021 -1.313
C -0.848 -0.273 -3.137
C -2.727 0.072 -1.349
H -3.036 0.433 -0.446
H 0.612 -0.990 -4.598
H -0.668 0.560 3.827
H -0.284 0.388 0.207
H -3.143 -0.949 -1.346
H -1.602 -0.285 -3.832
H 2.389 -0.181 3.285
H 2.461 -0.490 -3.067
H 2.066 0.124 -0.720
H 1.425 1.185 2.771
H 0.319 -0.425 5.160
H 2.240 1.147 4.455
H 0.112 -0.884 3.434
H -3.235 0.681 -1.978
*
```

---

2 | # C9H14

A 2-piece molecular cluster, C9H14 overall (wB97M-V/def2-TZVPD, OMol25).

Computed properties:
Kohn-Sham gap (spin up / spin down) (eV): 2.510 / 7.103
Highest occupied orbital energy (spin up / spin down) (eV): 1.0 / -3.6

Structure (ORCA input):
```
! RIJCOSX wB97M-V def2-TZVPD def2/J DEFGRID3
* xyz -1 2
C 1.148 0.698 -1.532
C -0.768 1.183 -0.154
C 0.270 2.964 -1.402
C -0.831 2.488 -0.696
C -0.483 -3.865 2.390
C 1.207 2.089 -1.887
C 0.044 -1.204 -0.425
C -0.469 -2.375 2.760
C 0.227 0.289 -0.556
H -0.272 -1.856 -1.249
H -0.114 -4.040 1.382
H -1.530 -2.077 2.792
H 0.281 -4.402 2.977
H 0.929 -1.689 -0.001
H -0.016 -1.913 1.866
H -1.467 0.821 0.593
H 1.702 -0.098 -2.036
H -1.652 3.101 -0.332
H 0.361 4.022 -1.658
H 0.015 -2.038 3.659
H 2.060 2.381 -2.512
H -1.450 -4.316 2.586
H -0.844 -1.459 0.177
*
```

---

The most stable arrangement is 2, and the next structure is 21.4 kcal/mol less stable.

---

1 | # C5H11N4O

An isolated ion of composition C5H11N4O and charge +1 (wB97M-V/def2-TZVPD, OMol25).

Computed properties:
Kohn-Sham gap (spin up / spin down) (eV): 7.601 / 7.933
Highest occupied orbital energy (spin up / spin down) (eV): -13.3 / -13.3

Structure (ORCA input):
```
! RIJCOSX wB97M-V def2-TZVPD def2/J DEFGRID3
* xyz 1 1
O 3.177 -0.811 0.861
N -0.779 0.363 0.178
N -1.138 -1.657 -0.754
N 1.126 -0.317 -1.600
N -1.076 -0.372 -0.847
C 1.517 0.470 -0.561
C 0.499 0.283 0.758
C 2.937 0.046 0.091
C -1.444 1.621 0.033
C -1.270 -2.401 0.259
H -1.531 1.972 -1.140
H -1.369 -3.536 0.083
H 0.609 -0.703 1.213
H 3.839 0.612 -0.328
H -1.511 -2.059 1.301
H -1.041 -2.069 -1.708
H -2.484 1.577 0.463
H 0.850 1.069 1.380
H 1.463 1.554 -0.825
H 1.343 -1.242 -1.505
H -0.756 2.394 0.562
*
```

---

2 | # C5H11N4O

An isolated ion of composition C5H11N4O and charge +1 (wB97M-V/def2-TZVPD, OMol25).

Computed properties:
Kohn-Sham gap (eV): 11.410
SMILES: CN[C@H](C)[n+]1cn[nH]c1O
Highest occupied orbital energy (eV): -14.1

Structure (ORCA input):
```
! RIJCOSX wB97M-V def2-TZVPD def2/J DEFGRID3
* xyz 1 1
O 1.664 -0.229 1.823
N 1.213 0.785 -0.193
N -0.636 -0.151 0.858
N 3.330 0.959 -0.863
N 3.260 0.308 0.308
C -0.207 -0.567 -1.572
C 2.003 0.211 0.722
C 2.136 1.256 -1.169
C -0.114 0.443 -0.385
C -1.519 0.649 1.766
H 0.584 -1.304 -1.367
H -1.226 -0.931 -1.652
H -0.215 -0.217 -2.626
H -1.436 0.141 2.773
H -2.646 0.530 1.637
H -1.003 -1.154 0.709
H 4.193 0.089 0.765
H 0.649 -0.526 1.861
H -0.782 1.406 -0.505
H -1.192 1.701 1.622
H 1.861 1.730 -2.090
*
```

---

The most stable arrangement is 2, and the next structure is 128.7 kcal/mol less stable.

---

1 | # C2H6NO

A 2-piece molecular cluster, C2H6NO overall (wB97M-V/def2-TZVPD, OMol25).

Computed properties:
Kohn-Sham gap (eV): 9.508
Highest occupied orbital energy (eV): -14.8

Structure (ORCA input):
```
! RIJCOSX wB97M-V def2-TZVPD def2/J DEFGRID3
* xyz 1 1
O 0.858 1.320 0.160
N -1.140 -0.550 0.192
C -1.531 -1.265 -0.776
C 2.031 1.356 0.449
H -1.632 -0.573 1.080
H -0.369 0.134 0.092
H -2.365 -1.939 -0.662
H 2.807 1.119 -0.284
H 2.350 1.586 1.468
H -1.009 -1.187 -1.719
*
```

---

2 | # C2H6NO

A 2-piece molecular cluster, C2H6NO overall (wB97M-V/def2-TZVPD, OMol25).

Computed properties:
Kohn-Sham gap (eV): 12.198
Highest occupied orbital energy (eV): -17.1

Structure (ORCA input):
```
! RIJCOSX wB97M-V def2-TZVPD def2/J DEFGRID3
* xyz 1 1
O -1.101 1.992 -0.191
N 0.075 -0.301 0.150
C 0.725 -1.489 -0.447
C 0.692 -1.043 0.946
H 1.619 -1.328 -1.039
H -1.007 2.791 0.335
H -0.434 0.622 0.006
H 0.965 -1.159 1.974
H -1.624 2.221 -0.967
H 0.090 -2.307 -0.765
*
```

---

The most stable arrangement is 1, and the next structure is 23.9 kcal/mol less stable.